Record 1
{
  "formula": "C7H10",
  "method": "the ωB97M-V functional and the def2-TZVPD basis",
  "symbols": ["H", "C", "C", "H", "C", "H", "H", "H", "H", "H", "H", "H", "C", "C", "C", "C", "H"],
  "coordinates": [[-0.422, 1.066, -2.233], [-0.598, -1.736, 0.251], [-0.691, 0.698, -0.135], [-2.057, 1.951, 1.033], [0.056, -0.567, -0.080], [1.435, -0.473, -1.763], [-1.672, -1.755, 0.417], [-1.661, 0.309, 1.735], [-0.119, -2.700, 0.436], [-0.501, 1.588, 1.782], [3.516, -0.792, -0.376], [-1.490, 2.251, -1.443], [-0.952, 1.319, -1.311], [1.413, -0.598, -0.666], [2.513, -0.806, 0.051], [-1.289, 1.171, 1.172], [2.519, -0.925, 1.129]],
  "forces_ev_per_angstrom": [[-0.2, -0.4, 0.2], [-0.4, -0.9, 0.5], [0.0, -0.8, -0.1], [0.0, -0.3, 0.0], [0.2, 0.7, -0.1], [0.5, 0.1, 0.3], [0.0, 0.2, 0.1], [-0.3, 0.2, -0.1], [0.2, 0.4, -0.1], [0.3, 0.3, 0.2], [-0.2, -0.1, -0.2], [-0.1, 0.2, 0.5], [0.5, 0.7, -0.8], [-0.7, -0.1, 0.0], [0.9, 0.1, -0.3], [-0.4, -0.3, -0.3], [-0.4, 0.0, 0.0]],
  "mulliken_spin": [-0.01, 0.35, 0.03, 0.02, 0.47, 0.03, -0.07, 0.03, 0.04, -0.03, -0.04, 0.03, 0.18, 0.05, -0.15, 0.03, 0.02],
  "charge": -1,
  "s2": 0.757,
  "energy_ha": -272.60352,
  "e_lumo_ev": [4.31, 4.13],
  "largest_force_ev_per_a": 1.2,
  "e_homo_ev": [0.70, -3.35],
  "spin_multiplicity": 2,
  "homo_lumo_gap_ev": [3.615, 7.484],
  "relative_energy_kj_mol": 116.13
}



Record 2
{
  "formula": "C7H10",
  "method": "the ωB97M-V functional and the def2-TZVPD basis",
  "symbols": ["C", "H", "C", "C", "H", "H", "C", "H", "C", "H", "C", "C", "H", "H", "H", "H", "H"],
  "coordinates": [[0.110, 0.324, 0.635], [0.015, 1.720, -1.118], [0.227, 0.715, -0.757], [0.578, 1.131, 2.373], [1.009, -0.225, -2.520], [-1.905, 0.671, -0.202], [-1.324, -1.467, -0.301], [-0.407, -2.042, -0.141], [1.313, -0.036, -1.490], [-1.730, -1.694, -1.285], [0.745, -0.087, 1.756], [-1.040, 0.005, -0.178], [2.242, 0.540, -1.493], [1.523, -0.995, -1.004], [0.507, 1.236, 3.445], [-2.039, -1.776, 0.466], [0.177, 1.979, 1.815]],
  "forces_ev_per_angstrom": [[-0.1, -0.4, -0.7], [0.0, -0.1, 0.3], [0.2, -0.2, -0.3], [-0.2, -0.2, 0.5], [0.1, 0.0, -0.1], [0.3, -0.1, 0.2], [-0.1, -0.2, -0.2], [-0.2, 0.0, -0.1], [0.1, -0.1, -0.2], [-0.1, -0.2, 0.0], [-0.6, 1.0, 0.3], [-0.1, -0.3, -0.2], [-0.1, -0.1, 0.0], [0.0, 0.2, -0.1], [0.6, 0.0, 0.3], [0.1, 0.0, -0.1], [0.1, 0.6, 0.4]],
  "nbo_charge": [0.27, 0.25, -0.29, -0.46, 0.21, 0.25, -0.61, 0.22, -0.61, 0.21, -0.19, -0.29, 0.23, 0.22, 0.20, 0.23, 0.14],
  "charge": 0,
  "energy_ha": -272.50904,
  "e_lumo_ev": 0.34,
  "largest_force_ev_per_a": 1.2,
  "e_homo_ev": -8.13,
  "homo_lumo_gap_ev": 8.468,
  "relative_energy_kj_mol": 548.63
}